1.
{"formula": "C14H16F6N3O5PdS4", "method": "ωB97M-V/def2-TZVPD", "total_charge": -1, "species": ["Pd", "C", "C", "N", "C", "C", "S", "C", "C", "S", "C", "N", "C", "H", "H", "H", "H", "H", "H", "H", "H", "F", "C", "F", "F", "S", "O", "O", "N", "S", "O", "O", "C", "F", "F", "F", "C", "C", "C", "O", "C", "H", "H", "H", "H", "H", "H", "H", "H"], "xyz": [[-0.265, -0.320, 0.294], [2.980, -2.221, -0.425], [3.064, -0.736, -0.320], [2.052, 0.066, -0.394], [2.420, 1.387, -0.253], [3.749, 1.587, -0.063], [4.571, 0.086, -0.066], [1.374, 2.425, -0.286], [1.571, 3.766, -0.203], [0.063, 4.573, -0.223], [-0.752, 3.049, -0.353], [0.055, 2.038, -0.378], [-2.240, 2.959, -0.396], [1.944, -2.502, -0.612], [3.305, -2.693, 0.503], [3.611, -2.583, -1.238], [4.271, 2.519, 0.084], [2.501, 4.304, -0.125], [-2.687, 3.941, -0.545], [-2.601, 2.519, 0.536], [-2.543, 2.277, -1.189], [-5.090, 0.164, 0.862], [-4.364, -0.958, 1.059], [-4.849, -1.892, 0.227], [-4.604, -1.368, 2.314], [-2.575, -0.575, 0.748], [-2.672, -0.209, -0.668], [-2.416, 0.475, 1.757], [-2.119, -2.066, 1.125], [-0.675, -2.628, 0.727], [0.404, -2.550, 1.710], [-0.336, -2.720, -0.697], [-1.183, -4.390, 1.014], [-0.118, -5.194, 0.815], [-1.623, -4.618, 2.261], [-2.144, -4.787, 0.166], [2.579, 1.075, 3.853], [1.772, 2.290, 3.384], [0.391, 1.677, 3.203], [0.649, 0.407, 2.635], [1.863, -0.109, 3.174], [2.517, 0.983, 4.940], [3.633, 1.132, 3.582], [2.137, 2.642, 2.418], [1.790, 3.123, 4.089], [-0.274, 2.213, 2.527], [-0.116, 1.565, 4.171], [2.432, -0.536, 2.348], [1.638, -0.916, 3.875]]}

2.
{"formula": "C14H16N2O3", "method": "ωB97M-V/def2-TZVPD", "total_charge": 0, "species": ["C", "C", "C", "C", "N", "N", "C", "C", "C", "C", "C", "C", "C", "C", "O", "H", "H", "H", "H", "C", "C", "O", "O", "H", "H", "H", "H", "H", "H", "H", "H", "H", "H", "H", "H"], "xyz": [[1.888, 2.896, -1.522], [2.100, 1.414, -1.810], [1.187, 0.881, -2.915], [-0.303, 0.949, -2.571], [-0.606, 0.190, -1.373], [-0.625, 0.892, -0.248], [-0.825, 0.322, 0.891], [-1.038, -1.095, 1.009], [-1.257, -1.763, 2.221], [-1.447, -3.126, 2.236], [-1.426, -3.860, 1.051], [-1.213, -3.223, -0.150], [-1.019, -1.842, -0.183], [-0.781, -1.177, -1.467], [-0.742, -1.740, -2.546], [-1.190, -3.762, -1.085], [-1.576, -4.929, 1.080], [-1.613, -3.633, 3.175], [-1.276, -1.207, 3.146], [-0.780, 1.215, 2.096], [0.413, 0.889, 2.967], [1.452, 0.425, 2.589], [0.181, 1.198, 4.250], [0.965, 1.017, 4.792], [-1.690, 1.147, 2.695], [-0.664, 2.246, 1.753], [-0.617, 1.976, -2.391], [-0.883, 0.517, -3.390], [1.442, -0.161, -3.121], [1.347, 1.454, -3.830], [3.135, 1.253, -2.120], [1.942, 0.846, -0.892], [1.973, 3.481, -2.436], [0.909, 3.066, -1.084], [2.638, 3.248, -0.818]]}

3.
{"formula": "C14H16N2O3", "method": "ωB97M-V/def2-TZVPD", "total_charge": 0, "species": ["C", "N", "C", "C", "C", "C", "O", "C", "C", "C", "C", "C", "C", "C", "O", "H", "H", "H", "H", "H", "H", "H", "H", "H", "H", "H", "O", "C", "N", "C", "H", "H", "H", "H", "H"], "xyz": [[-0.997, 1.241, 4.055], [-0.735, 0.421, 2.801], [0.259, 1.232, 2.031], [0.438, 0.788, 0.506], [1.773, 0.663, -0.004], [2.003, 0.260, -1.551], [2.971, -0.448, -1.943], [0.907, 0.879, -2.564], [1.302, 1.323, -4.005], [0.154, 1.954, -4.873], [-1.295, 2.120, -4.295], [-1.711, 1.653, -2.866], [-0.558, 1.025, -2.006], [-0.808, 0.519, -0.493], [-1.858, -0.067, -0.123], [-1.489, 2.244, 3.830], [0.009, 1.414, 4.604], [-1.609, 0.558, 4.742], [-0.192, -0.386, 3.163], [-0.163, 2.312, 2.006], [1.294, 1.305, 2.517], [2.658, 0.885, 0.688], [2.352, 1.217, -4.445], [0.381, 2.337, -5.936], [-2.088, 2.621, -4.965], [-2.775, 1.801, -2.477], [1.272, -2.845, 2.459], [0.390, -3.268, 1.728], [-0.146, -4.504, 1.920], [-0.170, -2.478, 0.579], [-0.873, -4.893, 1.345], [0.213, -5.053, 2.686], [0.636, -2.251, -0.123], [-0.596, -1.551, 0.960], [-0.949, -3.029, 0.049]]}

4.
{"formula": "C14H16N2O4S", "method": "ωB97M-V/def2-TZVPD", "total_charge": 0, "species": ["C", "H", "O", "C", "C", "C", "C", "C", "C", "O", "C", "H", "H", "H", "O", "C", "H", "H", "H", "H", "C", "C", "O", "N", "C", "N", "C", "C", "S", "H", "H", "H", "H", "H", "H", "H", "H"], "xyz": [[-0.640, -3.062, 1.035], [-1.112, -3.999, 1.327], [-1.696, -2.194, 0.708], [-1.401, -0.899, 0.386], [-0.112, -0.414, 0.250], [0.104, 0.925, -0.057], [-0.974, 1.765, -0.215], [-2.288, 1.296, -0.102], [-2.511, -0.052, 0.188], [-3.795, -0.551, 0.332], [-4.181, -1.524, -0.618], [-5.224, -1.749, -0.402], [-3.585, -2.434, -0.531], [-4.095, -1.133, -1.639], [-3.224, 2.261, -0.296], [-4.601, 1.998, -0.141], [-4.821, 1.556, 0.832], [-4.979, 1.342, -0.930], [-5.085, 2.971, -0.222], [-0.842, 2.812, -0.436], [1.519, 1.424, -0.188], [2.210, 1.380, 1.151], [1.717, 1.730, 2.194], [3.517, 0.909, 1.182], [4.334, 0.414, 0.209], [4.070, 0.257, -1.039], [5.119, -0.270, -1.718], [6.225, -0.530, -0.983], [5.966, -0.096, 0.668], [7.162, -0.940, -1.295], [5.009, -0.445, -2.772], [3.920, 0.934, 2.113], [1.513, 2.466, -0.515], [2.076, 0.832, -0.913], [0.739, -1.061, 0.387], [-0.050, -2.677, 1.872], [0.017, -3.240, 0.177]]}

5.
{"formula": "C14H16N4S", "method": "ωB97M-V/def2-TZVPD", "total_charge": 0, "species": ["C", "H", "H", "H", "C", "N", "C", "N", "N", "C", "S", "H", "C", "C", "C", "N", "C", "C", "C", "C", "C", "C", "H", "H", "H", "H", "H", "C", "H", "H", "H", "H", "H", "H", "H"], "xyz": [[1.809, -0.087, -3.842], [0.786, 0.504, -3.695], [2.299, 0.678, -4.454], [1.703, -0.925, -4.423], [2.611, -0.099, -2.586], [1.797, -1.218, -1.744], [0.802, -1.020, -0.863], [0.123, -1.880, -0.503], [0.881, -2.941, -1.003], [1.876, -2.504, -1.703], [2.824, -3.545, -2.653], [0.672, -3.936, -0.792], [0.271, 0.659, -0.687], [-0.889, 0.502, 0.471], [-2.089, 0.200, 0.414], [-2.551, 0.189, 1.769], [-1.556, 0.933, 2.647], [-1.683, 1.245, 3.899], [-0.779, 1.951, 4.414], [0.521, 1.930, 3.692], [0.628, 1.707, 2.259], [-0.526, 0.854, 1.733], [1.429, 1.703, 1.771], [1.400, 2.321, 4.168], [-0.817, 2.349, 5.238], [-2.718, 1.217, 4.487], [-3.397, 0.124, 2.090], [-3.048, -0.572, -0.629], [-3.861, -0.712, -0.302], [-2.501, -1.604, -0.657], [-2.885, -0.012, -1.581], [1.009, 1.250, -0.603], [-0.417, 0.829, -1.587], [3.568, -0.736, -2.709], [2.706, 0.646, -2.035]]}

6.
{"formula": "C14H16O", "method": "ωB97M-V/def2-TZVPD", "total_charge": 0, "species": ["C", "C", "C", "C", "C", "C", "C", "O", "H", "H", "H", "H", "H", "H", "H", "H", "C", "C", "C", "C", "C", "C", "C", "H", "H", "H", "H", "H", "H", "H", "H"], "xyz": [[-0.446, -1.468, 0.068], [1.250, 0.446, -2.807], [0.261, 0.177, -1.840], [2.013, -0.580, -3.316], [0.357, -1.037, -1.156], [2.053, -1.831, -2.740], [1.234, -2.032, -1.634], [2.826, -0.269, -4.395], [1.324, 1.444, -3.229], [-0.511, 0.905, -1.699], [2.782, 0.662, -4.633], [2.865, -2.473, -3.053], [0.343, -1.276, 0.808], [-0.716, -2.523, 0.098], [1.388, -2.936, -1.054], [-1.281, -0.838, 0.336], [-0.513, 0.350, 4.722], [-2.383, 0.545, 3.122], [-1.036, 0.761, 3.359], [-2.914, 0.767, 1.845], [-0.197, 1.267, 2.370], [-2.121, 1.451, 0.941], [-0.762, 1.608, 1.096], [-2.915, 0.119, 3.970], [-3.900, 0.385, 1.627], [0.511, 0.648, 4.866], [-0.602, -0.735, 4.820], [0.851, 1.502, 2.500], [-2.579, 1.631, -0.031], [-0.044, 2.146, 0.510], [-1.053, 0.781, 5.567]]}

Asked for gap between HOMO and LUMO across the records above, the calculation gives 6.5; 9.0; 8.1; 8.7; 8.4; 9.0 eV in order.
Asked for ΔE to the lowest compared entry with this formula, charge and spin across the records above, the calculation gives 24.7; 0.0; 169.1; 59.6; 250.0; 26.7 kcal per mole in order.
Asked for HOMO across the records above, the calculation gives -4.4037; -8.6298; -9.2401; -8.1800; -7.7942; -8.1968 eV in order.